ORCA calculation (the ωB97M-V functional and the def2-TZVPD basis) on a 12-piece molecular cluster, C29H66O23 overall.

XYZ file:
```
118
Properties=species:S:1:pos:R:3:mulliken_charge:R:1
O -1.17 5.10 -0.32 -0.490
C -1.39 4.40 0.59 0.283
O -2.07 4.73 1.70 -0.406
C -2.27 3.57 2.44 0.052
C -1.33 2.53 1.85 0.330
O -1.09 3.07 0.52 0.302
H -1.96 3.81 3.47 0.412
H -3.34 3.31 2.36 -0.134
H -1.72 1.53 1.68 -0.606
H -0.33 2.52 2.32 0.198
O -5.58 4.18 1.00 -0.541
C -5.25 4.00 -0.10 0.438
O -5.74 4.70 -1.13 -0.425
C -4.85 4.42 -2.29 -0.308
C -4.01 3.20 -1.87 0.696
O -4.24 3.16 -0.42 -0.135
H -5.52 4.24 -3.11 0.333
H -4.18 5.30 -2.44 0.250
H -2.93 3.36 -1.99 -0.615
H -4.35 2.25 -2.27 0.095
O -3.02 1.14 4.20 -0.521
C -4.16 1.49 4.19 0.647
O -5.07 1.13 3.31 -0.217
C -6.25 1.93 3.44 -0.167
C -5.90 2.82 4.57 -0.303
O -4.60 2.49 4.99 -0.369
H -6.43 2.47 2.51 0.057
H -7.01 1.16 3.53 0.312
H -6.57 2.55 5.39 0.283
H -5.99 3.88 4.32 0.312
O -2.44 3.97 -4.63 -0.502
C -1.45 3.93 -4.03 0.640
O -0.55 4.95 -4.01 -0.425
C 0.45 4.74 -3.03 -0.287
C 0.33 3.23 -2.70 0.559
O -0.93 2.87 -3.32 -0.394
H 1.39 5.00 -3.45 0.265
H 0.24 5.32 -2.15 0.231
H 0.18 3.09 -1.65 -0.316
H 1.04 2.51 -3.01 0.314
C 4.83 -1.69 -1.42 -0.281
O 6.08 -2.08 -1.92 -0.437
C 7.05 -2.12 -0.92 -0.588
C 7.03 -3.28 0.11 -0.642
O 6.39 -2.94 1.37 -0.300
C 6.69 -3.90 2.38 -0.859
H 4.08 -2.12 -2.06 0.350
H 4.71 -0.64 -1.48 0.013
H 4.68 -2.04 -0.41 0.224
H 7.08 -1.23 -0.34 0.299
H 8.03 -2.17 -1.39 0.483
H 8.05 -3.56 0.25 0.540
H 6.57 -4.15 -0.41 0.258
H 6.48 -4.89 2.00 0.338
H 6.05 -3.65 3.20 0.268
H 7.72 -3.87 2.64 0.376
C 3.14 -7.00 0.22 -0.492
O 1.82 -6.79 -0.26 -0.465
C 1.36 -5.45 -0.14 -0.363
C 1.01 -5.02 1.28 0.286
O 2.20 -4.75 2.09 -0.395
C 2.73 -3.48 1.90 -0.063
H 3.79 -6.22 -0.24 0.152
H 3.48 -7.94 -0.16 0.312
H 3.16 -6.98 1.31 0.220
H 0.52 -5.43 -0.82 0.286
H 2.12 -4.81 -0.65 0.176
H 0.46 -5.81 1.75 0.287
H 0.33 -4.16 1.19 -0.164
H 3.16 -3.27 0.90 0.109
H 3.57 -3.34 2.61 0.205
H 1.98 -2.73 2.05 -0.086
C -3.65 -0.42 0.78 -0.308
O -2.24 -0.26 0.53 0.811
C -1.91 0.00 -0.80 0.227
C -0.41 -0.30 -1.14 -1.149
O 0.46 0.46 -0.28 0.012
C 1.77 0.28 -0.67 -0.799
H -3.59 -0.81 1.78 0.261
H -4.03 -1.12 0.04 0.120
H -4.20 0.52 0.83 -0.198
H -2.17 1.00 -1.10 -0.562
H -2.40 -0.73 -1.40 0.410
H -0.31 -0.03 -2.20 0.494
H -0.24 -1.37 -0.88 0.361
H 1.96 0.82 -1.62 0.011
H 2.15 -0.79 -0.75 0.210
H 2.39 0.72 0.10 0.393
C 3.52 4.77 -0.55 -0.681
O 3.30 3.69 -1.52 -0.318
H 3.62 5.72 -1.05 0.277
H 2.74 4.85 0.20 0.208
H 4.43 4.44 -0.04 0.326
H 4.13 3.46 -1.96 0.302
C -0.57 -1.82 3.50 -0.610
O -0.94 -2.41 2.27 -0.458
H -0.48 -2.54 4.28 0.362
H 0.41 -1.34 3.34 0.218
H -1.23 -0.99 3.79 0.060
H -1.13 -1.70 1.63 0.126
C 6.52 1.68 -1.82 -0.505
O 5.62 2.30 -2.77 -0.594
H 7.46 2.30 -1.91 0.304
H 6.04 1.80 -0.84 0.262
H 6.80 0.65 -1.97 0.196
H 4.84 1.73 -2.93 0.305
C -3.12 -4.56 -0.36 -0.504
O -4.15 -3.84 -1.04 -0.469
H -3.42 -5.61 -0.18 0.394
H -2.11 -4.60 -0.84 0.202
H -2.97 -4.02 0.57 0.112
H -4.49 -4.43 -1.74 0.287
C -5.73 -0.99 -2.51 -0.466
O -5.51 0.39 -2.91 -0.453
H -6.25 -1.47 -3.34 0.421
H -4.79 -1.53 -2.30 0.029
H -6.36 -1.00 -1.62 0.220
H -6.06 0.58 -3.66 0.258
```

total energy = -78229.301 eV
E_HOMO = -9.17 eV
HOMO-LUMO gap = 9.654 eV

ORCA calculation (the ωB97M-V functional and the def2-TZVPD basis) on one molecule with the formula C16H19F6NO3.

XYZ file:
```
45
Properties=species:S:1:pos:R:3:mulliken_charge:R:1
C -2.16 -0.15 3.27 -1.298
C -2.31 1.29 2.70 0.441
O -3.60 1.78 3.11 -0.633
C -2.33 1.23 1.16 -1.210
C -1.01 1.50 0.47 0.347
C -1.00 1.72 -0.81 0.414
N -2.19 1.73 -1.60 -0.561
C 0.34 1.94 -1.46 -0.303
O 0.51 2.72 -2.33 -0.572
C 1.45 1.09 -0.89 0.964
C 2.45 0.56 -1.87 -1.332
C 1.74 -0.54 -2.70 -0.591
C 1.48 -1.83 -1.91 -0.611
C 0.36 -2.70 -2.50 0.916
F 0.76 -3.98 -2.40 -0.321
F 0.06 -2.39 -3.75 -0.316
C -0.90 -2.60 -1.63 0.424
F -1.26 -1.34 -1.42 -0.196
F -0.71 -3.16 -0.46 -0.275
F -1.91 -3.20 -2.20 -0.285
C 1.45 0.85 0.39 0.581
C 2.49 -0.02 1.05 0.675
C 2.26 -0.30 2.52 -1.601
F 3.77 0.48 0.88 -0.414
C 0.31 1.50 1.16 -0.415
O 0.52 2.01 2.22 -0.520
H -3.13 -0.44 3.67 0.442
H -1.45 -0.23 4.10 0.214
H -1.94 -0.86 2.48 0.269
H -1.59 2.00 3.10 0.509
H -4.26 1.29 2.61 0.360
H -2.66 0.25 0.81 0.277
H -3.06 1.94 0.77 0.381
H -2.23 0.80 -2.03 0.349
H -2.01 2.37 -2.37 0.397
H 3.35 0.20 -1.40 0.458
H 2.68 1.34 -2.59 0.398
H 2.27 -0.73 -3.63 0.472
H 0.77 -0.14 -3.02 0.430
H 2.40 -2.39 -1.83 0.375
H 1.15 -1.57 -0.91 0.013
H 2.48 -0.98 0.54 0.217
H 2.22 0.63 3.09 0.394
H 1.34 -0.85 2.70 0.315
H 3.12 -0.84 2.92 0.421
```

total energy = -40836.961 eV
E_HOMO = -9.60 eV
HOMO-LUMO gap = 8.897 eV